This record from the Open Molecules 2025 dataset describes a structure of composition C36H105N17O19 at a distorted geometry. The level of theory is ωB97M-V/def2-TZVPD.

The LUMO energy is -0.3 eV. For the energy, the calculation gives -3793.10230 hartree. The total charge is 0. The energy above the lowest of the compared OMol25 structures with the same formula, charge and spin comes out at 1040.05 kcal per mole. For the maximum force, the calculation gives 15.9 eV Å⁻¹.

Atoms and positions in Å:
C (1.008, 4.220, -0.599)
O (0.032, 4.382, -1.676)
C (0.592, 4.302, -2.972)
C (-0.563, 4.442, -4.044)
N (-0.053, 4.407, -5.414)
C (-1.080, 5.031, -6.256)
C (-0.968, 4.666, -7.765)
O (-2.252, 5.102, -8.237)
C (-2.081, 6.117, -9.183)
H (1.237, 3.166, -0.443)
H (0.452, 4.598, 0.259)
H (1.795, 4.957, -0.760)
H (1.130, 3.354, -2.942)
H (1.327, 5.093, -3.117)
H (-1.053, 5.413, -3.972)
H (-1.323, 3.660, -4.041)
H (0.776, 4.984, -5.394)
H (-1.195, 6.090, -6.022)
H (-2.089, 4.737, -5.968)
H (-0.831, 3.586, -7.719)
H (-0.026, 5.064, -8.142)
H (-2.968, 6.431, -9.733)
H (-1.391, 5.812, -9.970)
H (-1.787, 7.038, -8.679)
C (2.095, -2.310, -3.805)
O (2.640, -2.541, -2.546)
C (1.710, -2.682, -1.467)
C (2.371, -3.366, -0.221)
N (3.424, -2.505, 0.369)
C (4.417, -3.143, 1.220)
C (3.934, -3.986, 2.452)
O (3.297, -5.252, 2.110)
C (2.325, -5.538, 3.156)
H (1.454, -1.430, -3.768)
H (1.491, -3.130, -4.194)
H (2.809, -1.936, -4.538)
H (0.731, -3.068, -1.751)
H (1.304, -1.701, -1.220)
H (2.734, -4.284, -0.683)
H (1.656, -3.735, 0.515)
H (3.827, -2.045, -0.435)
H (5.093, -2.344, 1.523)
H (5.037, -3.780, 0.588)
H (3.260, -3.325, 2.997)
H (4.687, -4.233, 3.201)
H (2.736, -5.647, 4.160)
H (1.966, -6.530, 2.881)
H (1.599, -4.732, 3.257)
C (-3.966, -2.618, 2.226)
O (-3.273, -3.417, 3.212)
C (-1.954, -2.945, 3.326)
C (-1.274, -3.654, 4.552)
N (-1.791, -3.204, 5.841)
C (-1.212, -3.898, 7.045)
C (-2.070, -3.625, 8.291)
O (-1.669, -2.617, 9.143)
C (-1.731, -1.356, 8.517)
H (-4.966, -3.047, 2.163)
H (-3.522, -2.904, 1.273)
H (-4.100, -1.560, 2.453)
H (-1.968, -1.858, 3.249)
H (-1.419, -3.362, 2.473)
H (-0.224, -3.419, 4.379)
H (-1.438, -4.728, 4.468)
H (-2.800, -3.236, 5.876)
H (-0.189, -3.522, 7.078)
H (-1.153, -4.961, 6.812)
H (-2.273, -4.464, 8.957)
H (-3.131, -3.475, 8.091)
H (-1.433, -0.699, 9.335)
H (-2.739, -1.104, 8.187)
H (-1.117, -1.208, 7.629)
C (2.548, 1.048, -1.343)
O (1.761, 1.928, -0.565)
C (0.320, 1.888, -0.842)
C (-0.523, 1.978, 0.401)
N (-0.548, 0.631, 1.063)
C (-1.510, 0.627, 2.180)
C (-1.550, -0.638, 2.888)
O (-1.832, -1.764, 2.064)
C (-0.647, -2.422, 1.633)
H (2.448, 1.260, -2.408)
H (2.346, 0.019, -1.047)
H (3.568, 1.018, -0.958)
H (-0.011, 1.050, -1.454)
H (-0.014, 2.747, -1.424)
H (-1.557, 2.156, 0.106)
H (-0.155, 2.800, 1.016)
H (-0.370, -0.304, 0.725)
H (-2.515, 0.895, 1.855)
H (-1.311, 1.446, 2.871)
H (-2.297, -0.532, 3.675)
H (-0.680, -0.824, 3.519)
H (0.322, -2.041, 1.957)
H (-0.638, -2.210, 0.564)
H (-0.776, -3.491, 1.802)
C (1.961, -1.312, -9.091)
O (1.875, -0.294, -8.036)
C (0.797, -0.587, -7.099)
C (0.647, 0.548, -6.132)
N (-0.138, 0.249, -4.864)
C (0.003, 1.234, -3.776)
C (-0.929, 0.648, -2.671)
O (-0.275, -0.542, -2.198)
C (-0.996, -1.332, -1.265)
H (0.985, -1.755, -9.289)
H (2.580, -2.132, -8.727)
H (2.406, -0.993, -10.033)
H (1.010, -1.562, -6.661)
H (-0.147, -0.792, -7.604)
H (0.171, 1.397, -6.623)
H (1.620, 0.955, -5.857)
H (0.102, -0.645, -4.460)
H (-0.341, 2.243, -4.002)
H (1.019, 1.264, -3.384)
H (-1.954, 0.570, -3.034)
H (-0.920, 1.399, -1.881)
H (-0.271, -2.117, -1.051)
H (-2.006, -1.591, -1.582)
H (-1.152, -0.668, -0.415)
C (-3.660, -1.586, -0.655)
O (-4.418, -0.823, -0.147)
N (-2.570, -2.049, -0.160)
N (-3.778, -2.060, -1.851)
H (-2.095, -2.774, -0.679)
H (-2.178, -1.554, 0.629)
H (-4.358, -1.587, -2.530)
H (-3.161, -2.822, -2.092)
C (-1.847, 3.575, 2.461)
O (-0.956, 4.380, 2.654)
N (-2.240, 2.644, 3.338)
N (-2.181, 3.364, 1.253)
H (-1.925, 2.788, 4.287)
H (-2.978, 1.974, 3.179)
H (-2.866, 2.624, 1.190)
H (-1.801, 3.819, 0.435)
C (4.303, 0.021, -3.721)
O (4.763, 0.001, -4.804)
N (3.363, 0.835, -3.356)
N (4.720, -0.738, -2.767)
H (2.831, 1.351, -4.043)
H (2.916, 0.755, -2.454)
H (5.559, -1.278, -2.926)
H (4.445, -0.491, -1.827)
C (1.312, -0.387, 4.418)
O (1.191, 0.659, 3.813)
N (0.781, -1.527, 4.016)
N (1.835, -0.494, 5.602)
H (1.122, -2.292, 4.581)
H (0.153, -1.643, 3.234)
H (2.122, -1.421, 5.881)
H (1.789, 0.202, 6.333)
C (-2.727, -0.415, 5.057)
O (-2.927, 0.535, 4.241)
N (-1.599, -0.819, 5.385)
N (-3.615, -1.170, 5.611)
H (-1.305, -1.671, 5.842)
H (-0.902, -0.100, 5.255)
H (-3.367, -1.955, 6.196)
H (-4.520, -1.055, 5.178)
C (3.075, 2.066, 2.014)
O (3.666, 3.002, 1.558)
N (2.116, 1.391, 1.444)
N (3.279, 1.555, 3.201)
H (1.801, 1.480, 0.488)
H (1.643, 0.675, 1.976)
H (3.953, 2.061, 3.758)
H (2.512, 1.190, 3.747)
O (-1.625, 3.450, -0.866)
H (-1.138, 3.912, -1.549)
H (-2.531, 3.453, -1.174)
O (-3.921, 2.002, 1.871)
H (-4.621, 2.307, 2.448)
H (-3.955, 1.047, 1.936)
O (3.290, 3.189, -0.721)
H (3.048, 2.595, -0.010)
H (3.875, 3.827, -0.312)

Forces on atoms 1 to 3 (eV/Å):
-1.5 3.4 1.0
3.8 3.7 -2.5
-0.8 0.0 -0.3

=====

This record from the Open Molecules 2025 dataset describes a structure of composition C4H5N at a distorted geometry. The level of theory is ωB97M-V/def2-TZVPD.

The LUMO energy is 1.1 eV. For the energy, the calculation gives -210.04758 hartree. The total charge is 0. The energy above the lowest of the compared OMol25 structures with the same formula, charge and spin comes out at 72.89 kcal per mole. For the maximum force, the calculation gives 4.7 eV Å⁻¹.

Atoms and positions in Å:
C (-0.723, -1.363, 0.530)
C (0.327, 0.359, 0.262)
C (1.185, 1.339, 0.142)
C (-0.677, -0.320, -0.622)
N (0.204, -0.978, 1.258)
H (-1.167, -2.346, 0.555)
H (1.766, 1.686, 0.933)
H (0.711, 1.986, -0.653)
H (-0.178, -0.653, -1.495)
H (-1.448, 0.289, -0.910)

Forces on atoms 1 to 3 (eV/Å):
-1.2 -0.2 -3.4
0.7 -4.0 2.3
-3.1 0.7 -1.4

=====

This record from the Open Molecules 2025 dataset describes an isolated molecule of C4H8N2OS at a distorted geometry. The level of theory is ωB97M-V/def2-TZVPD.

The LUMO energy is 0.4 eV. Its SMILES is S[C@H]1CNC=NOC1. For the energy, the calculation gives -739.97378 hartree. The total charge is 0. The energy above the lowest of the compared OMol25 structures with the same formula, charge and spin comes out at 118.12 kcal per mole. For the maximum force, the calculation gives 5.5 eV Å⁻¹.

Atoms and positions in Å:
C (-0.832, 0.235, 0.754)
C (-0.910, -0.073, -0.857)
C (1.687, -0.646, -0.948)
C (0.681, 0.511, 1.094)
H (-2.933, 0.642, 0.940)
H (-1.225, -0.676, 1.356)
H (-0.739, 0.961, -1.486)
H (-1.678, -0.771, -1.280)
H (0.106, -1.647, -1.669)
H (2.204, -1.463, -1.599)
H (1.083, -0.415, 1.552)
H (0.368, 1.237, 1.851)
N (0.270, -0.896, -0.912)
N (2.377, 0.165, -0.249)
O (1.484, 1.117, 0.184)
S (-1.942, 1.719, 1.271)

Forces on atoms 1 to 3 (eV/Å):
-1.2 -0.5 -1.9
1.3 2.5 1.2
-0.4 -2.7 -1.2

=====

This record from the Open Molecules 2025 dataset describes a structure of composition C29H34CoN7S. The level of theory is ωB97M-V/def2-TZVPD.

The LUMO energy is -6.1 eV. For the energy, the calculation gives -3289.29888 hartree. The total charge is +2. The energy above the lowest of the compared OMol25 structures with the same formula, charge and spin comes out at 1.79 kcal per mole. For the maximum force, the calculation gives 0.6 eV Å⁻¹.

Atoms and positions in Å:
Co (-0.768, 0.089, 0.605)
C (-4.573, -0.107, -1.679)
C (-3.319, 0.259, -0.961)
N (-2.323, -0.522, -0.779)
N (-2.427, -1.872, -1.063)
C (-2.228, -2.632, 0.057)
N (-2.442, -3.937, -0.040)
S (-1.771, -1.877, 1.482)
C (-3.173, 1.538, -0.226)
C (-4.018, 2.615, -0.416)
C (-3.912, 3.711, 0.432)
C (-2.977, 3.672, 1.445)
C (-2.155, 2.560, 1.564)
N (-2.234, 1.513, 0.746)
H (-4.374, -0.767, -2.523)
H (-5.076, 0.772, -2.073)
H (-5.270, -0.602, -0.997)
H (-3.140, -2.170, -1.719)
H (-2.746, -4.379, -0.893)
H (-2.298, -4.520, 0.769)
H (-4.752, 2.611, -1.207)
H (-4.561, 4.567, 0.303)
H (-2.869, 4.486, 2.147)
H (-1.411, 2.509, 2.345)
C (0.230, 0.395, 4.692)
C (1.260, 1.322, 4.632)
C (1.633, 1.856, 3.412)
C (0.977, 1.445, 2.252)
C (-0.052, 0.497, 2.305)
C (-0.427, -0.024, 3.539)
C (1.225, 2.001, 0.921)
C (2.230, 2.956, 0.661)
C (2.349, 3.474, -0.590)
C (1.459, 3.062, -1.606)
C (1.525, 3.596, -2.913)
C (0.645, 3.192, -3.875)
C (-0.332, 2.229, -3.560)
C (-0.414, 1.691, -2.304)
C (0.480, 2.093, -1.292)
N (0.396, 1.566, -0.024)
H (-0.072, -0.011, 5.649)
H (1.763, 1.636, 5.536)
H (2.422, 2.594, 3.376)
H (-1.232, -0.738, 3.643)
H (2.891, 3.266, 1.456)
H (3.111, 4.209, -0.817)
H (2.284, 4.336, -3.133)
H (0.693, 3.605, -4.873)
H (-1.027, 1.908, -4.326)
H (-1.157, 0.941, -2.084)
C (3.197, -4.421, -1.521)
C (3.384, -2.916, -1.421)
N (2.582, -2.307, -0.351)
C (3.080, -2.508, 1.015)
C (2.269, -3.503, 1.836)
C (1.454, -1.616, -0.580)
C (0.962, -1.496, -1.986)
N (0.789, -1.052, 0.392)
H (3.800, -4.820, -2.336)
H (2.153, -4.675, -1.713)
H (3.507, -4.924, -0.606)
H (3.149, -2.434, -2.366)
H (4.427, -2.673, -1.214)
H (3.147, -1.537, 1.519)
H (4.107, -2.858, 0.922)
H (1.235, -3.189, 1.980)
H (2.722, -3.616, 2.821)
H (2.256, -4.480, 1.355)
H (1.618, -0.851, -2.572)
H (-0.033, -1.063, -1.990)
H (0.923, -2.471, -2.471)
H (1.229, -1.199, 1.289)

Forces on atoms 1 to 3 (eV/Å):
-0.6 -0.2 0.1
0.0 0.0 0.0
0.0 0.1 0.1